{
  "formula": "CH2O2S",
  "method": "ωB97M-V/def2-TZVPD",
  "smiles": "O=C(O)S",
  "relative_energy_kj_mol": 35.75,
  "energy_ha": -587.97317,
  "homo_energy_ev": -10.437,
  "spin_multiplicity": 1,
  "e_lumo_ev": 0.36,
  "symbols": ["C", "H", "H", "O", "O", "S"],
  "xyz": [[0.45775, 0.21498, -0.01561], [0.51921, -1.69955, 0.23574], [-1.74157, 1.24250, 0.05236], [1.08598, -0.96853, -0.11338], [0.96038, 1.26077, -0.07422], [-1.28175, -0.05018, -0.08489]],
  "forces_ev_per_a": [[-1.5, -1.5, -0.7], [0.6, 0.8, -0.5], [0.7, -0.8, 0.0], [0.2, -0.9, 0.8], [1.7, 2.1, 0.2], [-1.6, 0.4, 0.3]],
  "mulliken_charge": [0.656, 0.319, 0.179, -0.440, -0.409, -0.305]
}